C3H9NO2 | ωB97M-V/def2-TZVPD

```
15
Properties=species:S:1:pos:R:3
C -0.11453 2.75359 -0.72636
C -0.05426 1.53342 -1.38919
O 0.99767 1.01981 -2.16829
H -1.03316 3.29566 -0.76277
H 0.83004 3.18184 -0.37021
H -0.76717 0.75913 -1.19868
H 0.62676 0.49146 -2.88133
N -0.86156 -1.23606 2.32276
C -0.47173 -2.05363 1.19035
O 0.65636 -1.64422 0.43740
H -0.32460 -1.03656 3.30379
H -1.74170 -0.64519 2.28394
H -0.24877 -3.05348 1.63672
H -1.39317 -2.00960 0.55565
H 0.69362 -0.73574 0.57185
```

The strongest force on any atom is 4.2 eV/Å. The value obtained for the lowest unoccupied orbital energy is 0.030 hartree. The value obtained for the energy above the lowest of the compared OMol25 structures with the same formula, charge and spin is 397.7 kJ/mol. Its SMILES is C=CO.NCO.